Record 1
Computed, not measured: a molecular structure, C40H41BBr2F4N8O4PY, with ωB97M-V with the def2-TZVPD basis set.

Values from the calculation:
**Spin multiplicity**: 1
**Calculated total energy**: -224232.9250 eV
**Energy relative to the best compared isomer or geometry (same formula, charge and spin)**: 0.167 eV
**Gap between HOMO and LUMO**: 7.37 eV
**HOMO level**: -0.290 Ha

```
102
C40H41BBr2F4N8O4PY ωB97M-V with the def2-TZVPD basis set
Y -0.40400 1.12293 0.47502
N -0.71093 2.48977 -1.67068
C -1.94779 3.30478 -1.69500
C -2.19061 3.91706 -0.31732
O -2.73653 5.01980 -0.25046
N -1.69653 3.17430 0.67379
C -1.49769 3.87602 1.91946
C -0.09784 3.57650 2.44162
O 0.33644 4.01672 3.48509
O 0.59921 2.75567 1.67484
H 0.07386 3.11841 -1.50838
H -0.55495 2.08060 -2.58701
H -2.78491 2.67168 -1.98838
H -1.88758 4.12768 -2.40898
H -2.20529 3.60077 2.71176
H -1.59907 4.95855 1.79685
Br -7.22861 -0.65964 -0.82327
C -5.44166 -0.14801 -0.52173
C -4.54626 -0.10473 -1.57317
C -3.24738 0.26458 -1.27613
N -2.82587 0.57781 -0.05484
C -3.69633 0.52866 0.95902
C -5.02300 0.16608 0.75516
C -3.17478 0.80021 2.32274
C -4.02247 0.89044 3.41660
C -3.46953 1.05139 4.67391
Br -4.59972 1.18859 6.17434
C -2.10161 1.10374 4.82635
C -1.33033 1.02530 3.67986
N -1.84536 0.90498 2.45946
H -4.83420 -0.35015 -2.58460
H -2.50601 0.30432 -2.06633
H -5.71874 0.09156 1.57429
H -5.09410 0.84276 3.31498
H -1.63209 1.21550 5.79167
H -0.25084 1.06296 3.75376
O 2.73504 2.56806 0.21596
N 2.20404 1.59375 -0.60871
C 3.12656 1.13903 -1.36017
C 3.09890 0.15077 -2.45165
C 4.32229 0.07915 -3.13698
C 4.51493 -0.74316 -4.22509
C 3.46534 -1.53361 -4.67572
C 2.25806 -1.48188 -4.00905
C 2.05024 -0.66673 -2.88992
P 0.35588 -0.72875 -2.17539
C -0.55079 -0.29987 -3.72625
C -0.14451 0.83869 -4.42783
C -0.84239 1.28385 -5.53820
C -1.96378 0.59412 -5.97966
C -2.36636 -0.54766 -5.30530
C -1.66872 -0.99004 -4.18791
C 0.02372 -2.51423 -1.95515
C -1.26879 -2.90692 -1.61915
C -1.56868 -4.23933 -1.38649
C -0.57350 -5.19918 -1.45725
C 0.72866 -4.81443 -1.74377
C 1.02694 -3.48367 -1.98942
H 2.00765 2.81846 0.83585
H 4.11083 1.57741 -1.19573
H 5.13886 0.70409 -2.79776
H 5.47482 -0.76164 -4.72338
H 3.58205 -2.18100 -5.53428
H 1.43921 -2.09747 -4.36194
H 0.74879 1.37223 -4.11781
H -0.50390 2.16719 -6.06376
H -2.51066 0.94094 -6.84594
H -3.22634 -1.10680 -5.65063
H -1.99727 -1.89098 -3.68942
H -2.05311 -2.17248 -1.47420
H -2.57531 -4.51231 -1.10106
H -0.80441 -6.23719 -1.25937
H 1.52177 -5.55098 -1.76822
H 2.05167 -3.20595 -2.19690
F -0.76707 -3.37172 1.39430
B -1.61003 -2.28910 1.55461
F -2.87082 -2.50453 1.01324
F -1.68890 -1.88345 2.87664
F -1.01931 -1.17136 0.77102
C 3.68158 0.60147 5.16530
C 3.08188 1.74008 4.37418
N 2.10002 1.19954 3.44857
C 2.28923 0.05227 2.72981
N 1.51824 -0.18255 1.69478
C 1.82555 -1.39618 0.93596
C 2.27542 -2.54134 1.81432
C 3.50145 -2.08619 2.56240
N 3.23411 -0.81587 3.21326
C 4.23508 -0.40878 4.18630
H 2.91205 0.13195 5.78193
H 4.47574 0.96182 5.82054
H 3.87729 2.27269 3.83621
H 2.57790 2.46630 5.01016
H 1.57167 1.90279 2.94123
H 2.60760 -1.17831 0.19086
H 0.93576 -1.70301 0.40934
H 2.49489 -3.42159 1.20803
H 1.47095 -2.80232 2.50466
H 4.35304 -1.98802 1.87407
H 3.78901 -2.80436 3.33462
H 5.11361 0.00262 3.66954
H 4.55937 -1.31194 4.70754
```

---

Record 2
Computed, not measured: 2 unconnected molecules or ions with the total composition C9H17N5O in a non-equilibrium geometry, with ωB97M-V with the def2-TZVPD basis set.

Values from the calculation:
**Spin multiplicity**: 1
**Calculated total energy**: -19086.4367 eV
**Energy relative to the best compared isomer or geometry (same formula, charge and spin)**: 3.094 eV
**Total charge**: +2
**Gap between HOMO and LUMO (spin up / spin down)**: 7.63 / 7.63 eV
**HOMO level (spin up / spin down)**: -0.541 / -0.541 Ha

```
32
C9H17N5O ωB97M-V with the def2-TZVPD basis set
C 2.25873 -2.97154 0.54832
C 1.13493 -3.75430 0.49692
C -0.45889 -1.97315 0.51841
C 0.83955 -1.13465 0.49798
C 2.99454 -0.64604 0.29209
C 1.35339 -5.20352 0.38794
C -3.38731 -0.00973 -0.74775
C -1.82393 -1.45183 0.41729
C -2.00444 -0.56355 -0.90147
N 0.96668 0.22136 0.40589
N 2.06317 -1.66834 0.46895
N -0.24751 -3.28607 0.51528
N 2.18059 0.56537 0.35751
N -0.10962 10.35372 -0.41265
O -1.11969 -4.18936 0.54926
H 3.15437 -3.46940 0.26531
H 3.83391 -0.71694 1.08956
H 3.51086 -0.71221 -0.69080
H 0.88630 -5.80970 -0.37691
H 1.03407 -5.59861 1.34009
H 2.42782 -5.43307 0.36951
H -3.65933 0.57183 0.15380
H -4.21578 -0.71987 -0.84665
H -3.58010 0.65831 -1.51871
H -2.10583 -0.97830 1.34304
H -2.56359 -2.24445 0.18433
H -2.05320 -1.22490 -1.65950
H -1.14916 0.06278 -1.03291
H -0.19969 11.33123 -0.04681
H -0.92611 9.95743 -0.90340
H 0.50234 9.80961 0.23641
H 0.46294 10.22789 -1.30031
```

---

Record 3
Computed, not measured: a molecular structure, C6H9LiO6 in a non-equilibrium geometry, with ωB97M-V with the def2-TZVPD basis set.

Values from the calculation:
**Spin multiplicity**: 1
**Calculated total energy**: -18855.5013 eV
**Energy relative to the best compared isomer or geometry (same formula, charge and spin)**: 0.971 eV
**Gap between HOMO and LUMO**: 6.64 eV
**HOMO level**: -0.313 Ha

```
22
C6H9LiO6 ωB97M-V with the def2-TZVPD basis set
O 0.18030 -2.00200 1.78127
C 1.18049 -1.32903 1.61374
O 1.97760 -1.17431 0.73743
O 0.09091 0.31846 0.81509
O -0.41550 -0.88925 -4.29682
C -0.26973 -0.77554 -3.07831
O 0.60695 -0.06193 -2.54373
Li 1.50294 -0.14491 -0.99243
O -1.19265 -1.45166 -2.34076
C -1.19185 -1.73816 -0.96954
C -1.15212 -0.73088 0.15833
H -0.40430 -2.49839 -0.87019
H -2.11190 -2.31945 -0.80726
H -1.85250 -0.99561 0.96197
H -1.63395 0.15092 -0.29322
C -0.00674 1.59285 1.43006
C 1.21499 2.47420 1.30625
H -0.18778 1.36091 2.48773
H -0.92448 2.07405 1.06106
H 2.14918 1.90443 1.39528
H 1.20064 3.23316 2.10011
H 1.23951 3.00211 0.34392
```

---

Record 4
Computed, not measured: a single C6H10N2O2 molecule in a non-equilibrium geometry, with ωB97M-V with the def2-TZVPD basis set.

Values from the calculation:
**Spin multiplicity**: 1
**Calculated total energy**: -13455.4608 eV
**Energy relative to the best compared isomer or geometry (same formula, charge and spin)**: 4.481 eV
**Structure (SMILES)**: [H]/N=C(/O)C[C@H]1OC[C@@]12CN2
**Gap between HOMO and LUMO**: 10.30 eV
**HOMO level**: -0.359 Ha

```
20
C6H10N2O2 ωB97M-V with the def2-TZVPD basis set
N 2.95279 0.93639 0.21699
C 2.44176 -0.26246 0.27813
C 1.02250 -0.60310 -0.10152
C -0.01657 0.35256 0.44315
O -0.08387 1.60078 -0.27746
C -1.48312 1.43394 -0.58165
C -1.47466 0.07202 0.09043
C -2.13104 -1.19533 -0.26903
N -2.50970 -0.45380 0.94162
H 0.93936 -0.65432 -1.19789
H 0.82568 -1.61847 0.27357
H 0.13853 0.53513 1.52020
H -2.10774 2.18793 -0.08038
H -1.67095 1.44370 -1.66466
H -2.87854 -1.20513 -1.06507
H -1.56171 -2.12036 -0.15122
H -2.11800 -0.88430 1.77710
O 3.33968 -1.07322 -0.25051
H 2.33519 1.64777 0.59881
H 4.04041 -0.13974 -0.50060
```

---

Record 5
Computed, not measured: 2 unconnected molecules or ions with the total composition C5H12N4 in a non-equilibrium geometry, with ωB97M-V with the def2-TZVPD basis set.

Values from the calculation:
**Spin multiplicity**: 1
**Calculated total energy**: -11336.6081 eV
**Energy relative to the best compared isomer or geometry (same formula, charge and spin)**: 3.613 eV
**Structure (SMILES)**: C=NN(C)C.N#CCN
**Gap between HOMO and LUMO**: 9.34 eV
**HOMO level**: -0.312 Ha

```
21
C5H12N4 ωB97M-V with the def2-TZVPD basis set
C 1.43479 -1.38612 0.80666
N 2.49059 -0.41421 0.52849
C 0.42535 -1.40333 -0.27359
N 0.18495 -1.79878 -1.36449
H 3.00757 -0.20143 1.37519
H 2.11341 0.45551 0.16627
H 1.88670 -2.38088 0.85399
H 0.90578 -1.22292 1.76004
C -2.08526 0.00658 -0.32870
C -0.63719 1.05672 1.30474
N -0.71219 0.36113 0.02457
C -0.01133 0.89454 -2.18707
N -0.07983 1.30783 -1.00807
H -2.56791 -0.45018 0.53543
H -2.66062 0.87660 -0.65873
H -1.27954 1.94192 1.31374
H -0.94592 0.38994 2.11221
H 0.38303 1.39272 1.46926
H -2.06096 -0.72964 -1.13000
H 0.55895 1.48026 -2.89457
H -0.35038 -0.17625 -2.40537
```

---

Record 6
Computed, not measured: a molecular structure, C23H32Cl2N2RuS5 in a non-equilibrium geometry, with ωB97M-V with the def2-TZVPD basis set.

Values from the calculation:
**Spin multiplicity**: 2
**Calculated total energy**: -109148.7869 eV
**Energy relative to the best compared isomer or geometry (same formula, charge and spin)**: 0.317 eV
**Total charge**: +1
**Gap between HOMO and LUMO (spin up / spin down)**: 6.94 / 5.87 eV
**HOMO level (spin up / spin down)**: -0.377 / -0.375 Ha

```
65
C23H32Cl2N2RuS5 ωB97M-V with the def2-TZVPD basis set
Ru -0.46820 -0.10712 0.00752
C -0.62659 -3.13531 -0.91901
N 0.38658 -2.05723 -0.77670
C 1.31049 -2.42796 0.33248
C 2.16316 -1.23444 0.65165
N 1.30583 -0.17685 1.26909
C 2.07941 1.09532 1.24082
C 1.00593 -0.53849 2.67311
C 1.99528 -0.41943 3.64503
C 1.72826 -0.77022 4.95619
C 0.47099 -1.25082 5.30029
C -0.50511 -1.38693 4.33401
C -0.24721 -1.03341 3.00817
S -1.46345 -1.28553 1.77680
C 1.16251 -1.96683 -2.02838
C 1.65801 -3.11820 -2.63831
C 2.41317 -3.02519 -3.79205
C 2.68306 -1.77633 -4.34002
C 2.20273 -0.63595 -3.73155
C 1.43630 -0.72265 -2.56547
S 0.85867 0.72803 -1.79279
H -0.13991 -4.10668 -1.00500
H -1.20848 -2.95177 -1.81787
H -1.26019 -3.14232 -0.03686
H 1.92376 -3.28334 0.04133
H 0.70381 -2.71693 1.18993
H 2.58947 -0.81322 -0.25899
H 2.98040 -1.49253 1.32766
H 3.11128 0.91111 1.54107
H 1.63981 1.80319 1.93939
H 2.07998 1.48048 0.22660
H 2.97969 -0.05297 3.38920
H 2.50050 -0.67056 5.70637
H 0.25556 -1.52302 6.32477
H -1.48445 -1.76943 4.59075
H 1.46393 -4.09507 -2.21840
H 2.79102 -3.92290 -4.26128
H 3.27213 -1.69595 -5.24384
H 2.41125 0.34040 -4.14957
C 0.27602 4.14231 0.57794
C -0.58774 3.52181 1.66977
S -1.06029 1.74656 1.63619
C -2.82146 1.85773 1.22914
C -3.07621 2.47378 -0.12870
S -2.16796 1.56347 -1.41412
C -1.58462 2.90191 -2.50165
C -0.37742 3.73428 -2.11258
S -0.63778 4.92735 -0.77753
H 0.97021 3.42033 0.15161
H 0.87495 4.92944 1.03680
H -1.52641 4.06820 1.76430
H -0.07155 3.60259 2.62744
H -3.34740 2.40203 2.01435
H -3.14990 0.81883 1.27040
H -2.73467 3.50655 -0.16878
H -4.14389 2.44901 -0.35020
H -2.46581 3.53016 -2.64435
H -1.38719 2.39700 -3.44692
H -0.05230 4.29225 -2.99185
H 0.45155 3.10175 -1.81829
Cl -3.27262 -1.32430 -0.85804
C -4.01356 -2.59781 -1.86530
Cl -3.40722 -2.54851 -3.51429
H -5.08122 -2.41712 -1.86462
H -3.76495 -3.55258 -1.41684
```